# 1
ORCA calculation (ωB97M-V/def2-TZVPD) on a structure of composition C31H20Cl2INOPPd.

CARTESIAN COORDINATES (ANGSTROEM)
Pd  0.565  -0.013  -1.677
I  -1.116  1.713  -3.028
C  -2.780  1.066  -1.942
C  -3.820  0.678  -2.740
C  -5.096  0.402  -2.204
C  -5.311  0.599  -0.880
C  -4.251  0.991  -0.022
C  -4.545  1.232  1.342
C  -3.567  1.604  2.207
C  -2.235  1.646  1.751
C  -1.875  1.383  0.455
P  -0.061  1.053  0.139
C  0.651  2.728  0.407
C  -0.094  3.899  0.500
C  0.535  5.140  0.586
C  1.917  5.223  0.592
C  2.673  4.057  0.493
C  2.045  2.829  0.385
C  0.360  0.232  1.744
C  0.238  -1.158  1.777
C  0.537  -1.872  2.926
C  0.999  -1.210  4.059
C  1.152  0.167  4.030
C  0.828  0.883  2.882
C  -2.920  1.147  -0.512
H  -3.672  0.628  -3.810
H  -5.898  0.089  -2.861
H  -6.297  0.463  -0.450
H  -5.572  1.122  1.674
H  -3.792  1.809  3.246
H  -1.454  1.839  2.477
H  -1.176  3.852  0.507
H  -0.064  6.041  0.649
H  2.406  6.187  0.658
H  3.754  4.110  0.477
H  2.637  1.928  0.256
H  -0.063  -1.676  0.872
H  0.434  -2.950  2.929
H  1.253  -1.769  4.952
H  1.527  0.691  4.902
H  0.950  1.960  2.876
Cl  5.649  -1.061  -2.826
C  4.371  -2.182  -2.428
C  4.707  -3.505  -2.157
C  3.753  -4.429  -1.829
Cl  4.234  -6.082  -1.483
C  2.391  -4.056  -1.771
C  1.338  -4.943  -1.454
C  0.050  -4.492  -1.458
C  -0.202  -3.146  -1.774
N  0.755  -2.289  -2.045
C  2.046  -2.709  -2.049
C  3.050  -1.680  -2.361
O  2.734  -0.482  -2.548
H  5.747  -3.802  -2.203
H  1.567  -5.973  -1.216
H  -0.775  -5.153  -1.224
H  -1.215  -2.760  -1.800

Summary:
Charge = -1
HOMO = -0.11938 hartree
E_LUMO = 2.3571 eV
Frontier orbital gap = 5.606 eV
Energy relative to the best compared isomer or geometry (same formula, charge and spin) = 35.2 kcal per mole

=====

# 2
ORCA calculation (ωB97M-V/def2-TZVPD) on a structure of composition C31H20N4Pt at a distorted geometry.

CARTESIAN COORDINATES (ANGSTROEM)
Pt  -0.047  0.034  -0.037
C  -1.455  2.730  3.032
C  -2.146  3.695  2.306
C  -2.253  3.576  0.934
C  -1.671  2.493  0.274
C  -0.976  1.512  1.003
C  -0.880  1.646  2.384
C  -1.727  2.296  -1.168
C  -2.414  3.133  -2.078
C  -2.399  2.847  -3.408
C  -1.700  1.713  -3.884
C  -1.644  1.349  -5.245
C  -0.946  0.240  -5.636
C  -0.275  -0.549  -4.683
C  -0.309  -0.225  -3.355
C  -1.026  0.914  -2.928
N  -1.062  1.235  -1.605
H  -1.368  2.819  4.107
H  -2.597  4.538  2.813
H  -2.790  4.328  0.369
H  -0.355  0.897  2.965
H  -2.952  3.996  -1.715
H  -2.922  3.480  -4.115
H  -2.163  1.962  -5.972
H  -0.907  -0.037  -6.681
H  0.276  -1.422  -5.009
H  0.202  -0.821  -2.611
N  5.617  -8.543  1.491
C  4.993  -7.596  1.309
C  4.215  -6.416  1.080
C  3.517  -6.264  -0.117
C  2.764  -5.124  -0.333
C  2.707  -4.125  0.633
C  3.411  -4.278  1.823
C  4.160  -5.418  2.053
C  1.895  -2.899  0.402
C  0.519  -3.022  0.606
C  -0.157  -4.200  1.030
C  -1.498  -3.894  1.078
C  -1.609  -2.547  0.682
N  -0.419  -2.025  0.392
C  2.594  -1.754  0.015
C  3.995  -1.676  -0.216
C  4.268  -0.371  -0.561
C  3.034  0.307  -0.538
N  2.037  -0.503  -0.190
H  3.569  -7.040  -0.869
H  2.213  -5.003  -1.257
H  3.365  -3.495  2.569
H  4.703  -5.542  2.980
H  0.317  -5.139  1.267
H  -2.310  -4.545  1.359
H  -2.510  -1.960  0.587
H  4.686  -2.500  -0.138
H  5.226  0.057  -0.808
H  2.857  1.352  -0.748

Summary:
HOMO (spin up / spin down) = -0.26432 / -0.26201 hartree
E_LUMO (spin up / spin down) = -1.0127 / -1.0259 eV
Frontier orbital gap (spin up / spin down) = 6.180 / 6.104 eV
Energy relative to the best compared isomer or geometry (same formula, charge and spin) = 49.3 kcal per mole

=====

# 3
ORCA calculation (ωB97M-V/def2-TZVPD) on a structure of composition C31H22BrCrF6N3O6S2 at a distorted geometry.

CARTESIAN COORDINATES (ANGSTROEM)
Cr  -0.746  -0.762  -1.318
O  -0.504  -5.436  -3.306
C  0.167  -4.653  -4.131
C  0.393  -5.207  -5.375
C  0.626  -4.490  -6.611
C  1.063  -3.215  -6.554
C  0.978  -2.651  -5.298
C  0.572  -3.274  -4.110
C  0.494  -2.457  -2.870
O  -0.758  -1.980  -2.552
N  0.825  -3.107  -1.543
N  0.681  -2.139  -0.619
C  1.239  -2.212  0.614
C  1.008  -1.330  1.854
Br  -0.772  -1.600  2.565
C  1.696  -0.382  2.512
C  3.002  0.059  2.204
C  3.661  -0.058  0.995
C  5.046  0.165  0.948
C  5.714  0.526  2.102
C  4.949  1.014  3.180
C  3.567  0.869  3.188
H  -0.462  -5.187  -2.363
H  0.347  -6.257  -5.385
H  0.667  -5.092  -7.538
H  1.372  -2.536  -7.314
H  1.323  -1.562  -5.375
H  1.046  -1.516  -2.955
H  1.743  -3.616  -1.484
H  1.952  -2.965  0.889
H  1.093  0.033  3.310
H  3.144  -0.481  0.064
H  5.562  0.010  -0.002
H  6.789  0.695  2.129
H  5.350  1.467  4.084
H  2.897  1.120  4.015
O  -2.116  -1.513  -0.320
N  -3.372  -0.896  -0.214
C  -4.381  -1.705  0.246
C  -5.660  -1.219  0.476
C  -5.957  0.075  0.122
C  -4.913  0.890  -0.459
C  -3.568  0.438  -0.709
S  -2.258  1.424  -1.263
H  -4.104  -2.742  0.293
H  -6.349  -1.932  0.894
H  -6.961  0.596  0.095
H  -5.289  1.812  -0.872
F  -1.328  4.873  7.246
C  -2.009  4.812  5.951
F  -3.366  4.745  6.188
F  -1.763  6.015  5.303
C  -1.669  3.760  4.884
C  -0.289  3.710  4.567
C  0.037  3.111  3.352
C  -1.020  2.731  2.503
C  -2.342  2.833  2.854
C  -2.699  3.353  4.123
C  -1.047  2.263  1.140
C  -1.374  1.694  0.106
H  0.452  3.839  5.314
H  1.089  3.112  3.149
H  -3.031  2.555  2.178
H  -3.796  3.547  4.367
F  2.944  3.163  -3.179
C  2.452  2.351  -2.208
F  2.230  2.961  -0.998
F  3.330  1.417  -2.013
S  0.836  1.647  -2.698
O  1.004  1.369  -4.086
O  -0.094  2.669  -2.375
O  0.657  0.452  -1.906

Summary:
Charge = +1
HOMO (spin up / spin down) = -0.39826 / -0.39827 hartree
E_LUMO (spin up / spin down) = -4.5186 / -4.4925 eV
Frontier orbital gap (spin up / spin down) = 6.319 / 6.345 eV
Energy relative to the best compared isomer or geometry (same formula, charge and spin) = 137.7 kcal per mole
⟨S²⟩ = 0.77
Multiplicity = 2

=====

# 4
ORCA calculation (ωB97M-V/def2-TZVPD) on a structure of composition C31H22F13N4O2PdS.

CARTESIAN COORDINATES (ANGSTROEM)
Pd  -1.252  -0.369  -0.032
C  -2.645  -2.895  -1.251
N  -1.454  -2.587  -0.446
C  -0.215  -2.906  -1.169
C  0.012  -2.000  -2.390
N  -0.713  -0.748  -2.243
C  -0.745  0.170  -3.209
C  -1.812  1.108  -3.209
F  -2.819  0.945  -2.357
C  -1.878  2.142  -4.104
F  -2.899  2.986  -4.095
C  -0.865  2.297  -5.048
F  -0.913  3.300  -5.905
C  0.189  1.393  -5.107
F  1.151  1.565  -6.006
C  0.235  0.342  -4.227
F  1.288  -0.475  -4.290
C  -1.517  -3.242  0.868
C  -2.507  -2.543  1.788
N  -2.157  -1.131  1.890
C  -2.756  -0.318  2.755
C  -2.103  0.914  3.061
F  -0.860  1.123  2.630
C  -2.662  1.852  3.890
F  -2.016  2.973  4.175
C  -3.908  1.612  4.464
F  -4.456  2.513  5.254
C  -4.571  0.409  4.228
F  -5.755  0.198  4.783
C  -4.003  -0.537  3.415
F  -4.697  -1.654  3.194
H  -2.677  -3.963  -1.495
H  -2.634  -2.317  -2.172
H  -3.550  -2.633  -0.707
H  -0.211  -3.957  -1.480
H  0.599  -2.748  -0.469
H  -0.305  -2.483  -3.319
H  1.086  -1.826  -2.480
H  -0.520  -3.213  1.309
H  -1.802  -4.295  0.765
H  -2.473  -3.014  2.774
H  -3.530  -2.664  1.427
F  -0.007  4.396  -0.003
C  -1.169  3.894  -0.447
F  -2.156  4.495  0.208
F  -1.277  4.212  -1.751
C  -1.188  2.362  -0.294
O  -0.197  1.762  -0.752
O  -2.182  1.825  0.236
N  0.751  -0.794  0.659
S  1.660  0.573  0.869
C  2.606  0.606  -0.616
C  2.732  1.831  -1.249
C  3.447  1.892  -2.440
C  4.003  0.739  -2.973
C  3.858  -0.487  -2.325
C  3.154  -0.561  -1.136
C  2.868  0.114  2.096
C  2.400  -0.410  3.296
C  3.304  -0.705  4.304
C  4.658  -0.464  4.119
C  5.111  0.084  2.929
C  4.218  0.379  1.908
H  0.652  -1.225  1.577
H  2.259  2.709  -0.831
H  3.556  2.838  -2.953
H  4.554  0.791  -3.903
H  4.299  -1.380  -2.748
H  3.021  -1.502  -0.617
H  1.340  -0.570  3.462
H  2.947  -1.117  5.239
H  5.361  -0.695  4.909
H  6.165  0.280  2.786
H  4.575  0.806  0.981

Summary:
Charge = +1
HOMO (spin up / spin down) = -0.40911 / -0.42695 hartree
E_LUMO (spin up / spin down) = -2.1275 / -5.0542 eV
Frontier orbital gap (spin up / spin down) = 9.005 / 6.564 eV
Energy relative to the best compared isomer or geometry (same formula, charge and spin) = 1.6 kcal per mole
⟨S²⟩ = 6.09
Multiplicity = 5

=====

# 5
ORCA calculation (ωB97M-V/def2-TZVPD) on a structure of composition C31H22NO4STi at a distorted geometry.

CARTESIAN COORDINATES (ANGSTROEM)
Ti  0.711  0.229  0.711
O  2.718  -2.925  0.068
C  1.873  -2.095  0.261
O  2.121  -0.868  0.732
C  0.422  -2.311  -0.010
C  -0.046  -3.412  -0.722
C  -1.357  -3.467  -1.109
C  -2.217  -2.377  -0.807
C  -3.545  -2.311  -1.267
C  -4.319  -1.207  -1.018
C  -3.802  -0.130  -0.285
C  -2.515  -0.170  0.192
C  -1.701  -1.286  -0.064
N  -0.382  -1.271  0.355
H  0.669  -4.182  -0.978
H  -1.737  -4.309  -1.672
H  -3.944  -3.141  -1.836
H  -5.334  -1.163  -1.392
H  -4.419  0.737  -0.092
H  -2.116  0.648  0.777
O  0.697  -3.366  7.026
C  -0.335  -2.507  6.884
O  -1.246  -2.541  7.662
C  -0.272  -1.550  5.739
C  -1.120  -0.444  5.774
C  -1.105  0.499  4.766
C  -0.238  0.359  3.680
S  -0.191  1.587  2.418
C  0.598  -0.760  3.634
C  0.582  -1.701  4.648
H  1.382  -3.205  6.371
H  -1.790  -0.345  6.618
H  -1.762  1.358  4.805
H  1.285  -0.892  2.800
H  1.228  -2.565  4.541
C  1.747  1.070  -6.353
C  0.947  -0.027  -6.067
C  0.605  -0.310  -4.756
C  1.038  0.500  -3.703
C  1.858  1.591  -4.006
C  2.205  1.871  -5.317
C  0.647  0.134  -2.333
C  0.675  0.853  -1.204
C  0.979  2.262  -0.971
C  1.869  2.576  0.075
C  2.076  3.896  0.454
C  1.401  4.915  -0.194
C  0.516  4.617  -1.227
C  0.299  3.308  -1.609
H  2.020  1.291  -7.377
H  0.597  -0.663  -6.870
H  -0.013  -1.175  -4.539
H  2.247  2.209  -3.210
H  2.844  2.719  -5.532
H  0.290  -0.894  -2.264
H  2.439  1.780  0.567
H  2.765  4.130  1.254
H  1.559  5.941  0.110
H  -0.006  5.421  -1.730
H  -0.394  3.070  -2.406

Summary:
HOMO (spin up / spin down) = -0.25930 / -0.30306 hartree
E_LUMO (spin up / spin down) = -1.3211 / -1.3193 eV
Frontier orbital gap (spin up / spin down) = 5.735 / 6.927 eV
⟨S²⟩ = 0.79
Multiplicity = 2

=====

# 6
ORCA calculation (ωB97M-V/def2-TZVPD) on a structure of composition C31H23I2LuN6O3 at a distorted geometry.

CARTESIAN COORDINATES (ANGSTROEM)
Lu  7.232  5.920  15.833
O  5.181  6.908  19.340
C  6.211  7.100  18.701
N  6.235  7.714  17.435
C  5.155  8.263  16.631
C  4.012  8.685  17.324
C  2.839  9.030  16.613
C  2.909  9.120  15.209
C  4.040  8.630  14.526
C  5.143  8.176  15.213
N  6.195  7.500  14.593
C  6.307  7.196  13.290
O  5.545  7.468  12.327
C  7.462  6.362  12.909
C  7.902  6.416  11.532
C  8.876  5.501  11.151
C  9.593  4.782  12.134
C  9.234  4.988  13.480
N  8.154  5.712  13.821
C  8.507  7.175  17.784
C  9.191  7.994  18.958
C  10.025  7.017  19.797
C  10.659  5.999  18.987
C  10.333  5.763  17.650
N  9.284  6.353  16.956
H  3.969  8.538  18.446
H  1.918  9.103  17.162
H  2.104  9.595  14.701
H  4.031  8.503  13.434
H  7.305  7.007  10.837
H  9.098  5.372  10.127
H  10.258  3.947  11.865
H  9.722  4.477  14.292
H  9.189  10.046  19.933
H  10.586  7.451  20.631
H  11.539  5.512  19.422
H  11.032  5.165  17.058
I  1.806  1.225  19.380
C  3.086  2.602  18.375
C  2.396  3.508  17.512
C  3.141  4.318  16.631
I  2.192  4.918  14.873
C  4.587  4.270  16.629
O  5.269  4.972  15.791
C  5.260  3.358  17.515
C  6.724  3.118  17.354
N  7.584  4.281  17.661
C  7.506  4.948  18.971
C  7.613  6.448  18.957
C  8.527  7.162  19.964
C  9.452  9.508  18.978
C  8.665  10.126  17.845
C  7.930  9.387  16.936
N  7.601  8.012  17.014
C  4.479  2.562  18.411
H  1.310  3.508  17.470
H  7.025  2.807  16.331
H  7.051  2.279  18.048
H  8.554  4.004  17.482
H  8.303  4.531  19.657
H  6.534  4.736  19.426
H  8.143  7.552  20.908
H  10.527  9.688  18.854
H  8.640  11.215  17.787
H  7.464  9.894  16.095
H  4.989  1.805  19.060

Summary:
HOMO = -0.26188 hartree
E_LUMO = -0.5411 eV
Frontier orbital gap = 6.585 eV
Energy relative to the best compared isomer or geometry (same formula, charge and spin) = 65.0 kcal per mole

=====

# 7
ORCA calculation (ωB97M-V/def2-TZVPD) on a structure of composition C31H23MnN11O3.

CARTESIAN COORDINATES (ANGSTROEM)
Mn  0.404  0.353  0.102
N  0.553  -3.692  2.203
C  0.646  -2.819  1.192
N  -0.085  -1.760  1.056
C  -1.050  -1.491  2.012
N  -1.827  -0.454  1.904
N  -1.442  0.335  0.846
C  -2.340  1.103  0.332
C  -1.932  1.802  -0.881
C  -2.728  2.744  -1.523
C  -2.234  3.363  -2.657
C  -0.970  3.019  -3.117
C  -0.247  2.059  -2.429
N  -0.714  1.454  -1.340
C  -1.210  -2.397  3.146
C  -2.115  -2.152  4.182
C  -2.167  -2.999  5.266
C  -1.300  -4.092  5.343
C  -0.391  -4.345  4.338
C  -0.357  -3.494  3.237
H  1.227  -4.438  2.275
H  1.406  -3.025  0.449
H  -3.342  1.165  0.741
H  -3.704  2.986  -1.127
H  -2.824  4.107  -3.175
H  -0.546  3.484  -3.995
H  0.741  1.753  -2.752
H  -2.741  -1.275  4.123
H  -2.855  -2.798  6.075
H  -1.325  -4.739  6.209
H  0.302  -5.172  4.408
O  3.813  -0.300  -2.078
C  2.676  -0.287  -1.642
O  2.245  0.423  -0.657
C  1.625  -1.175  -2.289
C  1.980  -1.961  -3.410
C  1.022  -2.736  -3.986
C  -0.288  -2.739  -3.449
C  -1.335  -3.523  -3.991
C  -2.579  -3.499  -3.430
C  -2.831  -2.689  -2.300
C  -1.841  -1.921  -1.758
C  -0.546  -1.926  -2.326
N  0.426  -1.150  -1.765
H  2.999  -1.914  -3.764
H  1.244  -3.354  -4.847
H  -1.129  -4.141  -4.855
H  -3.375  -4.100  -3.847
H  -3.818  -2.685  -1.857
H  -2.018  -1.308  -0.886
N  1.953  2.878  0.166
C  2.100  4.210  0.132
C  0.932  4.755  0.614
C  0.130  3.646  0.919
N  0.760  2.512  0.653
H  2.587  2.138  -0.130
H  3.010  4.664  -0.219
H  0.698  5.796  0.743
H  -0.856  3.624  1.353
N  3.033  -1.127  1.697
C  2.048  -0.589  2.493
O  1.268  0.274  2.009
C  1.879  -1.108  3.795
C  2.618  -2.246  4.181
N  3.259  -3.185  4.389
C  0.884  -0.570  4.645
N  0.071  -0.142  5.342
H  3.255  -0.559  0.889
H  3.803  -1.592  2.151

Summary:
HOMO (spin up / spin down) = -0.27547 / -0.27310 hartree
E_LUMO (spin up / spin down) = -0.8139 / -0.7979 eV
Frontier orbital gap (spin up / spin down) = 6.682 / 6.633 eV
Energy relative to the best compared isomer or geometry (same formula, charge and spin) = 5.4 kcal per mole
⟨S²⟩ = 1.12
Multiplicity = 2